[1]
Computed, not measured: a molecular structure, C8H12Cl2HoLuN2O3S, with ωB97M-V with the def2-TZVPD basis set.

```
30
Properties=species:S:1:pos:R:3
Ho 0.285 -0.273 -6.919
Lu -0.254 -0.186 -1.348
Cl -0.801 1.797 -6.232
Cl 1.832 -0.906 -2.309
C -0.764 -1.612 0.247
C -0.236 0.418 -9.104
C 0.485 -1.853 -8.731
O -0.923 -2.353 1.141
O -0.471 0.621 -10.235
O 0.484 -2.342 -9.786
C 2.495 0.540 1.970
N 1.192 0.322 2.624
C 1.235 -0.817 3.564
C 0.080 0.745 1.990
S 0.227 1.532 0.400
N -1.141 0.743 2.577
C -1.348 0.483 3.994
C -2.344 0.824 1.707
H 3.261 0.385 2.746
H 2.549 1.564 1.556
H 2.662 -0.168 1.144
H 1.226 -0.427 4.595
H 0.385 -1.499 3.448
H 2.177 -1.365 3.397
H -2.395 0.788 4.139
H -1.211 -0.604 4.252
H -0.723 1.108 4.664
H -2.331 1.730 1.067
H -2.410 -0.083 1.078
H -3.223 0.886 2.363
```

Computed properties:
Total charge = +4
E = -112868.41798 eV
Gap between HOMO and LUMO (spin up / spin down) = 4.4788 / 4.6826 eV
Spin multiplicity = 5
E_LUMO (spin up / spin down) = -15.4 / -15.2 eV



[2]
Computed, not measured: a molecular structure, C8H12Cl2InN2O3SSc, with ωB97M-V with the def2-TZVPD basis set.

```
30
Properties=species:S:1:pos:R:3
Sc -1.583 -4.078 -1.224
In -1.807 0.916 -1.080
Cl -2.493 -6.151 -1.476
Cl -2.234 -2.373 0.520
C -2.970 0.488 1.237
C -0.964 -2.809 -2.922
C -3.387 -3.206 -2.091
O -3.518 0.210 2.199
O -0.789 -2.047 -3.779
O -4.220 -2.483 -2.443
C 1.173 -1.338 1.307
N 1.174 0.123 1.192
C 0.393 0.779 2.263
C 1.002 0.667 -0.069
S 0.385 -0.283 -1.379
N 1.310 1.971 -0.229
C 2.268 2.597 0.687
C 1.162 2.620 -1.532
H 1.491 -1.581 2.327
H 1.885 -1.755 0.586
H 0.174 -1.765 1.121
H 0.692 1.826 2.357
H -0.691 0.720 2.068
H 0.624 0.255 3.198
H 3.084 3.047 0.107
H 1.779 3.395 1.263
H 2.677 1.845 1.369
H 1.528 1.981 -2.348
H 0.112 2.880 -1.730
H 1.743 3.548 -1.498
```

Computed properties:
Energy relative to the best compared isomer or geometry (same formula, charge and spin) = 1.3 kcal/mol
Total charge = +4
E = -79319.12628 eV
Gap between HOMO and LUMO (spin up / spin down) = 4.1712 / 4.1265 eV
E_LUMO (spin up / spin down) = -19.0 / -19.1 eV



| no. | F_max (eV/Å) |
| --- | --- |
| 1 | 10.09 |
| 2 | 7.61 |